1.
Formula: C12H17N
Source: the OMol25 dataset
Level of theory: ωB97M-V/def2-TZVPD

Results
Total charge = -1
⟨S²⟩ = 0.77
Frontier orbital gap (spin up / spin down) = 0.111 / 0.236 hartree
LUMO (spin up / spin down) = 3.7 / 3.6 eV
Spin multiplicity = 2
Energy relative to the best compared isomer or geometry (same formula, charge and spin) = 5.8 kcal per mole

Last columns: bonded neighbours and bond lengths (Å).
CARTESIAN COORDINATES (ANGSTROEM)
1 C -0.55312 -1.43605 1.98723  C4 1.485, H17 1.085, H18 1.102, H19 1.099
2 C 1.12388 1.38285 0.21054  C3 1.429, C7 1.384, N10 1.385
3 C 0.95627 -0.01700 0.44086  C2 1.429, C4 1.417, C9 1.427
4 C -0.10560 -0.16255 1.36764  C1 1.485, C3 1.417, C5 1.394
5 C -0.55823 1.10974 1.71272  C4 1.394, N10 1.408, H16 1.071
6 C 2.89923 0.94554 -1.39201  C7 1.429, C8 1.385, H11 1.084
7 C 2.08488 1.86375 -0.66100  C2 1.384, C6 1.429, H12 1.094
8 C 2.69598 -0.41665 -1.24123  C6 1.385, C9 1.391, H13 1.084
9 C 1.74068 -0.90339 -0.35554  C3 1.427, C8 1.391, H14 1.077
10 N 0.20597 2.05421 1.00032  C2 1.385, C5 1.408, H15 1.002
11 H 3.74082 1.28990 -1.98296  C6 1.084
12 H 2.25068 2.94258 -0.74062  C7 1.094
13 H 3.18389 -1.17293 -1.84484  C8 1.084
14 H 1.57954 -1.96087 -0.22629  C9 1.077
15 H -0.15408 2.94287 0.70998  N10 1.002
16 H -1.42087 1.38214 2.28625  C5 1.071
17 H -0.22538 -2.33358 1.47257  C1 1.085
18 H -1.64360 -1.58063 2.05917  C1 1.102
19 H -0.26354 -1.48897 3.04575  C1 1.099
20 C -2.88143 -1.72621 -0.79655  C21 1.535, C22 1.500, H23 1.101, H24 1.092
21 C -1.79053 -1.13902 -1.70218  C20 1.535, H25 1.095, H29 1.093, H30 1.082
22 C -3.89860 -0.71653 -0.35346  C20 1.500, H26 1.094, H27 1.085, H28 1.102
23 H -3.32752 -2.54068 -1.38711  C20 1.101
24 H -2.44405 -2.29543 0.02640  C20 1.092
25 H -1.81796 -1.54719 -2.71829  C21 1.095
26 H -3.47010 0.04207 0.30895  C22 1.094
27 H -4.32574 -0.17216 -1.18974  C22 1.085
28 H -4.66514 -1.16448 0.29899  C22 1.102
29 H -1.99876 -0.08036 -1.87558  C21 1.093
30 H -0.79365 -1.14844 -1.28217  C21 1.082

=====

2.
Formula: C12H17N
Source: the OMol25 dataset
Level of theory: ωB97M-V/def2-TZVPD

Results
Total charge = -1
⟨S²⟩ = 0.76
Frontier orbital gap (spin up / spin down) = 0.090 / 0.252 hartree
LUMO (spin up / spin down) = 3.5 / 3.4 eV
Spin multiplicity = 2
Energy relative to the best compared isomer or geometry (same formula, charge and spin) = 83.5 kcal per mole

Last columns: bonded neighbours and bond lengths (Å).
CARTESIAN COORDINATES (ANGSTROEM)
1 C 0.83274 -0.02826 2.80070  C2 1.546, C3 1.488, H4 1.180, H5 1.211
2 C -0.03166 1.13808 3.33236  C1 1.546, H6 1.113, H7 1.102, H10 1.101
3 C 2.21134 -0.45958 3.15819  C1 1.488, H8 1.131, H9 1.105, H11 1.005
4 H 0.81466 -0.13906 1.62630  C1 1.180
5 H 0.11844 -0.98108 3.02234  C1 1.211
6 H 0.33676 2.09052 2.88861  C2 1.113
7 H -1.11082 0.98085 3.17732  C2 1.102
8 H 2.57232 -1.47967 2.82999  C3 1.131
9 H 2.15856 -0.71923 4.23115  C3 1.105
10 H -0.03708 1.09147 4.43204  C2 1.101
11 H 2.70022 0.30164 2.72038  C3 1.005
12 C 1.88082 1.68586 -0.62138  C14 1.474, H26 1.056, H27 1.056, H30 1.201
13 C -0.24128 0.19700 -0.80870  C14 1.484, C15 1.367, C19 1.476
14 C 1.17920 0.49030 -1.12111  C12 1.474, C13 1.484, C16 1.363
15 C -0.57452 -0.86895 -1.59672  C13 1.367, C20 1.407, N21 1.455
16 C 1.56449 -0.47238 -2.00513  C14 1.363, N21 1.474, H28 1.128
17 C -2.55784 0.49640 -0.22728  C18 1.425, C19 1.357, H22 1.074
18 C -2.75851 -0.67214 -1.01723  C17 1.425, C20 1.288, H23 1.133
19 C -1.27443 0.87760 -0.00441  C13 1.476, C17 1.357, H24 1.014
20 C -1.90106 -1.32008 -1.72698  C15 1.407, C18 1.288, H25 1.133
21 N 0.52198 -1.45451 -2.35346  C15 1.455, C16 1.474, H29 0.962
22 H -3.20110 0.94053 0.50862  C17 1.074
23 H -3.84842 -0.95137 -1.15367  C18 1.133
24 H -1.02400 1.76496 0.41673  C19 1.014
25 H -2.22023 -2.28915 -2.21969  C20 1.133
26 H 1.28495 2.54722 -0.75806  C12 1.056
27 H 2.85854 1.67044 -1.02002  C12 1.056
28 H 2.48991 -0.42948 -2.64817  C16 1.128
29 H 0.39814 -2.05661 -3.09399  N21 0.962
30 H 2.07955 1.45646 0.54055  C12 1.201

=====

3.
Formula: C12H17N
Source: the OMol25 dataset
Level of theory: ωB97M-V/def2-TZVPD

Results
Total charge = 0
SMILES = CCc1c[nH]c2ccccc12.CC
Frontier orbital gap = 0.317 hartree
LUMO = 0.9 eV
Spin multiplicity = 1
Energy relative to the best compared isomer or geometry (same formula, charge and spin) = 73.2 kcal per mole

Last columns: bonded neighbours and bond lengths (Å).
CARTESIAN COORDINATES (ANGSTROEM)
1 C 1.63895 2.29472 1.10372  C2 1.466, H12 1.108, H13 1.104, H14 1.121
2 C 0.87749 1.21724 1.74238  C1 1.466, C3 1.467, H15 1.084, H16 1.122
3 C 0.84659 0.01391 0.90332  C2 1.467, C4 1.385, C11 1.446
4 C 1.35550 -1.21112 1.30019  C3 1.385, N5 1.348, H17 0.960
5 N 1.17978 -2.13856 0.33855  C4 1.348, C6 1.329, H18 1.017
6 C 0.72814 -1.54766 -0.76304  N5 1.329, C7 1.428, C11 1.466
7 C 0.35019 -2.23053 -1.95898  C6 1.428, C8 1.376, H19 0.999
8 C 0.01170 -1.33862 -2.94999  C7 1.376, C9 1.400, H20 1.128
9 C -0.10907 0.04651 -2.78499  C8 1.400, C10 1.385, H21 1.103
10 C 0.35362 0.68865 -1.64821  C9 1.385, C11 1.415, H22 1.072
11 C 0.72206 -0.10000 -0.53279  C3 1.446, C6 1.466, C10 1.415
12 H 2.74619 2.32357 1.09257  C1 1.108
13 H 1.43602 3.28479 1.54716  C1 1.104
14 H 1.46232 2.36820 -0.00063  C1 1.121
15 H 1.16089 1.05117 2.77522  C2 1.084
16 H -0.20275 1.47987 1.89359  C2 1.122
17 H 1.69306 -1.48735 2.15560  C4 0.960
18 H 0.92359 -3.08319 0.61346  N5 1.017
19 H 0.53927 -3.21125 -1.96825  C7 0.999
20 H -0.37695 -1.56782 -3.98425  C8 1.128
21 H -0.35290 0.60414 -3.70510  C9 1.103
22 H 0.47743 1.71488 -1.36453  C10 1.072
23 C -1.98334 -0.60015 1.00970  C24 1.558, H25 1.060, H26 1.185, H27 1.046
24 C -2.41197 0.76651 0.39663  C23 1.558, H28 1.104, H29 1.142, H30 1.217
25 H -1.17653 -0.46378 1.68327  C23 1.060
26 H -2.84827 -0.85064 1.77984  C23 1.185
27 H -1.78147 -1.33578 0.29424  C23 1.046
28 H -2.96559 0.54992 -0.53338  C24 1.104
29 H -2.93197 1.38133 1.20596  C24 1.142
30 H -1.36199 1.38104 0.35872  C24 1.217

=====

4.
Formula: C12H17N
Source: the OMol25 dataset
Level of theory: ωB97M-V/def2-TZVPD

Results
Total charge = 0
SMILES = Cc1c[nH]c2ccccc12.CCC
Frontier orbital gap = 0.319 hartree
LUMO = 0.9 eV
Spin multiplicity = 1
Energy relative to the best compared isomer or geometry (same formula, charge and spin) = 42.1 kcal per mole

Last columns: bonded neighbours and bond lengths (Å).
CARTESIAN COORDINATES (ANGSTROEM)
1 C 0.18542 2.10572 -1.39975  C2 1.494, H11 1.094, H12 1.110, H13 1.091
2 C 1.28070 1.10478 -1.22126  C1 1.494, C3 1.387, C10 1.465
3 C 2.07545 0.41810 -2.12646  C2 1.387, N4 1.373, H14 1.082
4 N 2.76627 -0.61308 -1.53932  C3 1.373, C5 1.376, H15 1.006
5 C 2.39908 -0.65119 -0.21325  N4 1.376, C6 1.390, C10 1.394
6 C 2.69683 -1.57654 0.78005  C5 1.390, C7 1.396, H16 1.068
7 C 2.30088 -1.26533 2.08169  C6 1.396, C8 1.423, H17 1.085
8 C 1.51821 -0.11269 2.37323  C7 1.423, C9 1.384, H18 1.091
9 C 0.93400 0.55081 1.30784  C8 1.384, C10 1.404, H19 1.079
10 C 1.44956 0.34308 0.01902  C2 1.465, C5 1.394, C9 1.404
11 H 0.46589 2.94555 -0.75697  C1 1.094
12 H -0.75116 1.58058 -1.11941  C1 1.110
13 H 0.06941 2.54744 -2.39008  C1 1.091
14 H 2.27001 0.60987 -3.17328  C3 1.082
15 H 3.18210 -1.43587 -1.94152  N4 1.006
16 H 3.29021 -2.46396 0.80529  C6 1.068
17 H 2.51508 -1.92642 2.91491  C7 1.085
18 H 1.11346 0.17870 3.34404  C8 1.091
19 H 0.25844 1.36529 1.51811  C9 1.079
20 C -2.74254 0.88937 0.08333  C21 1.582, H23 1.097, H24 1.095, H25 1.100
21 C -2.39440 -0.53618 0.67510  C20 1.582, C22 1.524, H26 1.087, H27 1.091
22 C -3.04924 -1.54940 -0.25651  C21 1.524, H28 1.102, H29 1.107, H30 1.081
23 H -3.31707 1.68116 0.57993  C20 1.097
24 H -3.43130 0.86376 -0.76757  C20 1.095
25 H -1.80538 1.41681 -0.14741  C20 1.100
26 H -1.32204 -0.56182 0.50019  C21 1.087
27 H -2.52306 -0.51709 1.75852  C21 1.091
28 H -2.44275 -1.54185 -1.17694  C22 1.102
29 H -2.97707 -2.57967 0.14120  C22 1.107
30 H -4.01502 -1.26994 -0.65271  C22 1.081

=====

5.
Formula: C12H17N
Source: the OMol25 dataset
Level of theory: ωB97M-V/def2-TZVPD

Results
Total charge = 0
SMILES = Cc1c[nH]c2ccccc12.CCC
Frontier orbital gap = 0.321 hartree
LUMO = 0.9 eV
Spin multiplicity = 1
Energy relative to the best compared isomer or geometry (same formula, charge and spin) = 42.4 kcal per mole

Last columns: bonded neighbours and bond lengths (Å).
CARTESIAN COORDINATES (ANGSTROEM)
1 C -3.26863 2.70583 1.52836  C2 1.489, H11 1.087, H12 1.096, H13 1.099
2 C -2.49040 1.82571 0.61405  C1 1.489, C3 1.388, C10 1.443
3 C -2.53137 1.81322 -0.77299  C2 1.388, N4 1.401, H14 1.072
4 N -1.92579 0.65571 -1.27837  C3 1.401, C5 1.359, H15 1.004
5 C -1.67946 -0.19365 -0.24613  N4 1.359, C6 1.410, C10 1.438
6 C -1.09655 -1.47685 -0.22194  C5 1.410, C7 1.373, H16 1.080
7 C -0.96653 -2.09044 0.99953  C6 1.373, C8 1.399, H17 1.080
8 C -1.45645 -1.50847 2.17415  C7 1.399, C9 1.380, H18 1.133
9 C -1.85432 -0.18716 2.13827  C8 1.380, C10 1.377, H19 1.169
10 C -1.97785 0.52273 0.96429  C2 1.443, C5 1.438, C9 1.377
11 H -2.97881 2.44747 2.54412  C1 1.087
12 H -4.33379 2.47932 1.65597  C1 1.096
13 H -3.05263 3.76143 1.31145  C1 1.099
14 H -2.88653 2.56298 -1.45251  C3 1.072
15 H -1.93871 0.51587 -2.27278  N4 1.004
16 H -0.95134 -1.88158 -1.21310  C6 1.080
17 H -0.51156 -3.06783 1.06354  C7 1.080
18 H -1.33886 -1.90330 3.22986  C8 1.133
19 H -2.11712 0.27617 3.17898  C9 1.169
20 C 3.03371 0.16258 -0.36760  C21 1.546, H23 1.100, H24 1.096, H25 1.066
21 C 3.82961 -0.30995 -1.60620  C20 1.546, C22 1.507, H26 1.098, H27 1.094
22 C 3.75284 -1.78855 -1.88948  C21 1.507, H28 1.101, H29 1.128, H30 1.056
23 H 3.39279 1.14277 -0.01931  C20 1.100
24 H 3.16206 -0.36766 0.58245  C20 1.096
25 H 2.06214 0.16115 -0.80564  C20 1.066
26 H 3.57781 0.39730 -2.40717  C21 1.098
27 H 4.88547 -0.19751 -1.34400  C21 1.094
28 H 3.70133 -1.96854 -2.97413  C22 1.101
29 H 4.82158 -2.14802 -1.88095  C22 1.128
30 H 3.13733 -2.34072 -1.23272  C22 1.056

=====

6.
Formula: C12H17N
Source: the OMol25 dataset
Level of theory: ωB97M-V/def2-TZVPD

Results
Total charge = 0
SMILES = Cc1c[nH]c2ccccc12.CCC
Frontier orbital gap = 0.328 hartree
LUMO = 1.0 eV
Spin multiplicity = 1
Energy relative to the best compared isomer or geometry (same formula, charge and spin) = 44.1 kcal per mole

Last columns: bonded neighbours and bond lengths (Å).
CARTESIAN COORDINATES (ANGSTROEM)
1 C 2.40802 -1.76066 0.41669  C2 1.472, H11 1.160, H12 1.047, H13 1.108
2 C 1.44911 -1.26999 -0.58697  C1 1.472, C3 1.382, C10 1.388
3 C 1.77803 -0.68659 -1.79578  C2 1.382, N4 1.441, H14 1.142
4 N 0.58694 -0.11027 -2.36532  C3 1.441, C5 1.423, H15 1.027
5 C -0.52346 -0.39200 -1.52115  N4 1.423, C6 1.399, C10 1.446
6 C -1.81486 0.13430 -1.62749  C5 1.399, C7 1.367, H16 1.055
7 C -2.71020 -0.19784 -0.64891  C6 1.367, C8 1.476, H17 1.094
8 C -2.19614 -0.96550 0.50228  C7 1.476, C9 1.355, H18 1.083
9 C -0.90691 -1.36719 0.61724  C8 1.355, C10 1.457, H19 1.091
10 C 0.07878 -1.12074 -0.42667  C2 1.388, C5 1.446, C9 1.457
11 H 3.45982 -1.30838 0.60494  C1 1.160
12 H 2.59281 -2.77558 0.23975  C1 1.047
13 H 2.01478 -1.75439 1.45298  C1 1.108
14 H 2.71506 -0.45089 -2.40423  C3 1.142
15 H 0.42811 -0.05043 -3.37773  N4 1.027
16 H -2.14893 0.53896 -2.54230  C6 1.055
17 H -3.74506 0.03979 -0.91159  C7 1.094
18 H -2.93219 -1.28888 1.22825  C8 1.083
19 H -0.70366 -1.89755 1.54866  C9 1.091
20 C 1.28009 2.96444 1.60364  C21 1.537, H23 1.096, H24 1.107, H25 1.047
21 C 0.66028 1.57279 1.80873  C20 1.537, C22 1.639, H26 1.102, H27 1.120
22 C -0.83086 1.79402 2.45208  C21 1.639, H28 1.122, H29 1.112, H30 1.122
23 H 0.97332 3.70235 2.35402  C20 1.096
24 H 0.67402 3.26793 0.72795  C20 1.107
25 H 2.29384 3.03353 1.34950  C20 1.047
26 H 0.52153 0.97600 0.89221  C21 1.102
27 H 1.24571 0.98697 2.56207  C21 1.120
28 H -1.02575 0.97421 3.19292  C22 1.122
29 H -0.77560 2.69775 3.09724  C22 1.112
30 H -1.72769 1.85023 1.78043  C22 1.122

=====

What did the fourth record say?
Formula: C12H17N
Source: the OMol25 dataset
Level of theory: ωB97M-V/def2-TZVPD

Results
Total charge = 0
SMILES = Cc1c[nH]c2ccccc12.CCC
Frontier orbital gap = 0.319 hartree
LUMO = 0.9 eV
Spin multiplicity = 1
Energy relative to the best compared isomer or geometry (same formula, charge and spin) = 42.1 kcal per mole

Last columns: bonded neighbours and bond lengths (Å).
CARTESIAN COORDINATES (ANGSTROEM)
1 C 0.18542 2.10572 -1.39975  C2 1.494, H11 1.094, H12 1.110, H13 1.091
2 C 1.28070 1.10478 -1.22126  C1 1.494, C3 1.387, C10 1.465
3 C 2.07545 0.41810 -2.12646  C2 1.387, N4 1.373, H14 1.082
4 N 2.76627 -0.61308 -1.53932  C3 1.373, C5 1.376, H15 1.006
5 C 2.39908 -0.65119 -0.21325  N4 1.376, C6 1.390, C10 1.394
6 C 2.69683 -1.57654 0.78005  C5 1.390, C7 1.396, H16 1.068
7 C 2.30088 -1.26533 2.08169  C6 1.396, C8 1.423, H17 1.085
8 C 1.51821 -0.11269 2.37323  C7 1.423, C9 1.384, H18 1.091
9 C 0.93400 0.55081 1.30784  C8 1.384, C10 1.404, H19 1.079
10 C 1.44956 0.34308 0.01902  C2 1.465, C5 1.394, C9 1.404
11 H 0.46589 2.94555 -0.75697  C1 1.094
12 H -0.75116 1.58058 -1.11941  C1 1.110
13 H 0.06941 2.54744 -2.39008  C1 1.091
14 H 2.27001 0.60987 -3.17328  C3 1.082
15 H 3.18210 -1.43587 -1.94152  N4 1.006
16 H 3.29021 -2.46396 0.80529  C6 1.068
17 H 2.51508 -1.92642 2.91491  C7 1.085
18 H 1.11346 0.17870 3.34404  C8 1.091
19 H 0.25844 1.36529 1.51811  C9 1.079
20 C -2.74254 0.88937 0.08333  C21 1.582, H23 1.097, H24 1.095, H25 1.100
21 C -2.39440 -0.53618 0.67510  C20 1.582, C22 1.524, H26 1.087, H27 1.091
22 C -3.04924 -1.54940 -0.25651  C21 1.524, H28 1.102, H29 1.107, H30 1.081
23 H -3.31707 1.68116 0.57993  C20 1.097
24 H -3.43130 0.86376 -0.76757  C20 1.095
25 H -1.80538 1.41681 -0.14741  C20 1.100
26 H -1.32204 -0.56182 0.50019  C21 1.087
27 H -2.52306 -0.51709 1.75852  C21 1.091
28 H -2.44275 -1.54185 -1.17694  C22 1.102
29 H -2.97707 -2.57967 0.14120  C22 1.107
30 H -4.01502 -1.26994 -0.65271  C22 1.081